# 1
87
Properties=species:S:1:pos:R:3:lowdin_charge:R:1 method="wB97M-V/def2-TZVPD" e_tot_ev=-128041.4225 e_lumo_ha=0.10392 homo_lumo_gap_ev=3.28 e_above_lowest_ev=0.723 e_homo_ev=-0.449 spin_multiplicity=1 total_charge=-2 fmax_ev_per_a=1.32
K 0.30094 -1.33007 -2.39881 0.533
S 7.23683 -4.17236 -5.71266 0.311
S 5.11222 -2.06609 -5.56448 0.814
S 2.57628 -0.72598 -4.89894 0.352
S 1.96522 -3.89114 -3.18421 0.309
S 4.64997 -4.49104 -4.23179 0.816
O -0.73568 -1.35811 -0.22130 -0.154
O -1.26501 2.03588 -4.54672 -0.087
O 2.67091 4.05406 9.38157 -0.089
N 0.76284 2.80561 3.34029 0.187
N -1.12347 -2.17277 -4.76947 0.093
N 2.78773 1.91880 3.24534 0.177
N -2.22070 -2.20094 -2.27719 -0.014
N 2.16399 0.28157 -1.35653 0.075
N -2.74649 -2.21602 -1.01832 0.031
N -0.27891 1.46894 -1.28204 0.131
C 2.70641 1.02251 0.85810 -0.082
C -1.05029 -2.97612 -7.02055 -0.065
C 5.71094 -3.63652 -5.26212 -1.579
C 3.31815 -3.33695 -4.10917 -1.239
C 0.06444 2.20123 0.98375 -0.094
C 1.86143 2.57195 4.01365 -0.284
C 0.50647 1.56995 -0.19371 -0.144
C -4.45341 -1.66755 2.77395 -0.111
C 2.41680 3.72287 8.08169 -0.289
C -3.73800 -0.97660 3.74598 -0.125
C 3.44938 3.09082 7.39884 -0.009
C -1.50150 1.95626 -1.21722 -0.111
C -2.59942 -3.11315 -3.09114 -0.290
C -2.62401 -3.88394 -5.47166 -0.036
C -2.11687 1.19583 -5.31642 -0.313
C 2.08471 2.96040 5.40570 -0.153
C 1.83877 0.95669 -0.24789 -0.140
C 1.06391 3.59444 6.10235 -0.015
C -2.44845 -0.54283 3.46680 -0.098
C 3.54348 -2.15905 -4.76020 -1.225
C 2.21902 1.70152 2.01467 -0.129
C -3.12987 0.46133 -4.45967 -0.094
C 3.28211 2.71625 6.07966 -0.025
C -3.88679 -1.91677 1.53144 -0.044
C -1.23912 2.70493 1.02864 -0.014
C -2.10231 -3.04288 -4.48693 -0.232
C 1.62959 4.68210 10.09965 -0.097
C 4.25935 -0.31066 -0.38513 -0.029
C -1.93778 -1.68809 -0.10401 -0.499
C -2.59361 -1.48574 1.24557 -0.131
C -1.88108 -0.80214 2.22603 -0.031
C 0.96787 2.26040 2.09758 -0.174
C 3.94985 0.38254 0.75726 -0.019
C -2.03375 2.57511 -0.08071 -0.044
C -2.09617 -3.84043 -6.75135 -0.088
C 3.31693 -0.35422 -1.42207 -0.106
C -3.48825 -4.26201 -2.69549 -0.048
C -0.59810 -2.16199 -5.98827 -0.144
C 1.21809 3.97593 7.42712 -0.018
H -4.51603 -4.10935 -3.04261 0.077
H 4.10649 2.22425 5.57729 0.104
H -0.57676 -2.93740 -7.99229 0.096
H 0.13345 3.78173 5.58271 0.113
H -0.62293 1.47925 -4.08964 0.072
H 4.37716 2.89918 7.92219 0.117
H 0.25060 -1.49699 -6.12609 0.046
H 0.39751 4.46351 7.93304 0.099
H 3.49487 -0.92147 -2.33352 0.067
H 3.70098 1.61962 3.53416 0.141
H -3.05514 2.93184 -0.09041 0.099
H -3.12189 -5.19943 -3.11694 0.072
H -2.48734 -4.49283 -7.52411 0.094
H -1.52745 0.47889 -5.89353 0.095
H -1.59407 3.16899 1.94027 0.110
H -5.46033 -2.00960 2.98564 0.087
H -3.77661 1.17115 -3.93662 0.069
H -3.50511 -4.33047 -1.61124 0.056
H -4.43331 -2.44115 0.75913 0.096
H 1.35047 5.63837 9.64977 0.092
H 5.19472 -0.84360 -0.48667 0.108
H -3.42509 -4.57115 -5.23632 0.092
H -3.75490 -0.18842 -5.07904 0.074
H -1.88309 0.00179 4.21465 0.091
H 2.01237 4.85761 11.10137 0.088
H 0.74300 4.04584 10.16052 0.093
H -2.62269 1.85649 -6.02428 0.103
H -4.18393 -0.77871 4.71431 0.085
H -2.62934 -0.17397 -3.72674 0.044
H -0.87706 -0.47661 1.98240 0.104
H -2.10345 1.85313 -2.11373 0.091
H 4.64925 0.41376 1.58689 0.102

---

# 2
119
Properties=species:S:1:pos:R:3:lowdin_charge:R:1 method="wB97M-V/def2-TZVPD" e_tot_ev=-103612.2227 e_lumo_ha=-0.17970 homo_lumo_gap_ev=3.99 e_above_lowest_ev=0.030 e_homo_ev=-8.879 spin_multiplicity=1 total_charge=+1 fmax_ev_per_a=1.14
Ta 0.14856 1.01896 0.52720 1.974
S -6.20089 -3.40460 -0.03271 0.190
S -3.33225 -1.62228 0.38792 0.263
P -4.57369 -2.69567 -0.81746 -0.003
F -0.61755 -0.27009 -0.54521 -0.319
O -2.67045 0.36931 6.52124 0.157
O 0.27370 2.37199 1.90608 -0.180
O -1.79819 2.35191 6.03962 0.151
O -0.33890 3.33312 3.84324 0.167
N -1.06488 0.27130 2.26858 -0.035
N -1.35091 2.42737 -0.37690 -0.174
N 1.89787 0.11580 1.43533 -0.041
N -1.72890 -0.81663 2.67850 0.033
N 1.43326 1.71234 -0.81402 -0.102
C -0.39236 2.05671 -4.04186 -0.015
C 4.51331 2.62199 1.05576 0.003
C -2.13639 1.09919 5.73819 -0.494
C -2.67677 2.05428 0.17625 -0.050
C 0.03374 4.59623 -0.64300 0.005
C -1.21888 3.81680 -0.94272 -0.403
C -2.44661 4.69929 -0.92225 -0.005
C 3.33911 1.94611 0.68234 -0.136
C -3.53500 -4.01248 -1.53931 -0.382
C 1.88302 -0.79279 3.72331 -0.135
C 1.11192 1.63608 -2.22242 -0.173
C 3.13037 3.42284 -1.21504 -0.020
C 4.26546 4.09388 -0.80577 -0.022
C 0.54605 1.56762 -4.93190 -0.029
C 2.17355 0.55630 4.36736 -0.356
C 4.55392 0.84495 -3.16626 -0.038
C -1.10237 1.13517 3.30215 -0.162
C -4.89355 -1.59718 -2.24854 -0.401
C 1.43863 -3.14896 4.05672 -0.032
C -1.81454 0.60375 4.36385 -0.043
C -6.41364 -0.76239 -3.92462 -0.074
C 1.52021 -2.28899 1.79770 -0.140
C 1.35246 -3.34312 2.69112 -0.015
C -0.12919 2.09675 -2.67631 -0.105
C -6.15755 -1.57127 -2.82315 -0.098
C 1.23396 0.85426 5.54409 -0.043
C 3.62190 0.62370 4.87237 -0.041
C -2.21944 -0.64913 3.89872 0.069
C -5.40665 0.02063 -4.46361 -0.091
C 3.01760 0.75935 1.43178 -0.044
C -3.88036 -0.81017 -2.79746 -0.127
C 1.73166 1.04050 -4.45272 -0.005
C 1.54749 -2.60074 0.31107 -0.382
C -2.82920 -4.84444 -0.67036 -0.131
C 1.77048 -1.02326 2.34128 -0.160
C -2.67368 -5.27833 -3.40299 -0.083
C -4.13479 -0.01044 -3.90048 -0.101
C 2.79837 -3.43027 -0.00231 -0.049
C -1.97109 -6.09706 -2.53427 -0.092
C -1.25165 2.62995 -1.84332 -0.130
C 3.24939 0.26398 -2.62232 -0.362
C 2.02563 1.02869 -3.09359 -0.127
C 0.29183 -3.33449 -0.16374 -0.058
C -2.05422 -5.87934 -1.16288 -0.099
C 2.62868 2.36280 -0.46011 -0.246
C -0.36897 2.40278 3.09277 -0.473
C 1.70970 -1.88962 4.56119 -0.016
C -3.45468 -4.23971 -2.90779 -0.077
C 3.10721 -1.21065 -3.01612 -0.045
C 4.96153 3.70602 0.33925 -0.037
H -0.62758 -2.76593 -0.02015 0.030
H 3.91760 -1.79588 -2.57953 0.084
H -7.40323 -0.74849 -4.36240 0.106
H 5.40536 0.27824 -2.78751 0.090
H 1.16962 -4.33703 2.30441 0.121
H 0.36227 -3.55157 -1.23102 0.093
H 4.68693 1.88926 -2.88234 0.070
H 0.84549 3.98982 -0.26697 0.043
H 1.30772 -3.98415 4.73180 0.118
H 0.18207 -4.28882 0.35408 0.077
H -1.35113 2.40541 -4.40469 0.120
H -0.18362 5.35491 0.10944 0.102
H 2.61424 3.72062 -2.11751 0.132
H -3.33227 4.23908 -1.35143 0.085
H 5.05907 2.27683 1.92559 0.125
H -1.51822 -6.52616 -0.47904 0.102
H -3.48882 2.47211 -0.41168 0.097
H -2.80877 0.96693 0.17398 0.007
H 0.33288 1.55599 -5.99196 0.119
H 3.28676 0.29349 -1.53218 0.111
H 4.62161 4.93042 -1.39271 0.124
H -5.60659 0.64628 -5.32417 0.101
H 2.03506 1.35039 3.62626 0.108
H -6.93871 -2.18192 -2.38715 0.067
H 4.57962 0.78858 -4.25568 0.085
H 3.82399 0.34806 2.03300 0.144
H -2.74409 2.43753 1.19537 0.100
H 4.36292 0.45462 4.08930 0.066
H -2.88683 -0.85921 -2.36195 0.075
H -3.34260 0.58374 -4.34375 0.082
H 3.78543 -0.13972 5.63408 0.091
H 1.63997 -1.66664 -0.25149 0.090
H 2.43270 0.59398 -5.14609 0.122
H -2.62199 -5.44915 -4.47074 0.102
H 3.71142 -2.92835 0.32580 0.086
H -2.81926 -1.40200 4.38376 0.166
H 0.36870 5.10830 -1.54686 0.107
H 1.78398 -1.75033 5.63193 0.123
H 0.21747 0.51652 5.35167 0.057
H -2.90411 -4.67710 0.39796 0.095
H 3.82141 1.59600 5.32515 0.093
H -2.67420 5.03122 0.09210 0.104
H 2.87240 -3.61436 -1.07371 0.074
H -4.00600 -3.61269 -3.59709 0.103
H -1.33437 2.80557 5.31144 0.077
H 3.15143 -1.33629 -4.09864 0.086
H 1.57267 0.35382 6.45180 0.095
H 2.15805 -1.62445 -2.67091 0.081
H 2.75184 -4.39804 0.49921 0.086
H 5.85009 4.23807 0.64715 0.119
H -2.21816 5.58545 -1.51548 0.105
H -2.00627 -1.55647 1.98709 -0.011
H -2.20863 2.48189 -2.33287 0.152
H -1.37063 -6.91091 -2.92015 0.101
H 1.21288 1.92395 5.75403 0.096

---

# 3
18
Properties=species:S:1:pos:R:3:nbo_charge:R:1 method="wB97M-V/def2-TZVPD" e_tot_ev=-9116.8205 e_lumo_ha=0.04010 homo_lumo_gap_ev=11.23 e_above_lowest_ev=0.651 e_homo_ev=-10.142 spin_multiplicity=1 smiles=CC(C)C1(F)CC1 fmax_ev_per_a=1.75
F 0.63439 -0.04983 1.69505 -0.365
C 1.84329 -0.76937 -0.29195 -0.456
C 0.71094 -0.00043 0.30428 0.358
C -0.63761 -0.04498 -0.33446 -0.259
C -1.46074 -1.23380 0.10432 -0.611
C 1.87991 0.71396 -0.21107 -0.450
C -1.39620 1.22167 0.08087 -0.617
H -0.89567 -2.16882 -0.07921 0.214
H -0.39112 -0.06343 -1.39106 0.204
H 1.77903 1.24406 -1.13228 0.217
H -1.33573 1.28842 1.17898 0.220
H -0.87145 2.16156 -0.23507 0.209
H -2.52616 -1.27013 -0.28491 0.219
H 2.47462 1.16862 0.59858 0.235
H -2.47569 1.32489 -0.29522 0.214
H -1.55089 -1.07650 1.23593 0.218
H 1.65485 -1.13116 -1.29813 0.216
H 2.56424 -1.31473 0.35535 0.234